# C45H54F15NO14

A 5-piece molecular cluster, C45H54F15NO14 overall in a non-equilibrium geometry (ωB97M-V/def2-TZVPD, OMol25).

Properties
strongest force on any atom	14.07	eV/Å
E	-118456.196	eV
LUMO level	-0.0331	hartree

Each atom is followed by the atoms it is bonded to, with distances in Å.
Geometry (Å):
1 C 5.369 1.267 -2.882  C2 1.535, H31 1.089, H32 1.087, H33 1.089
2 C 4.263 1.200 -1.820  C1 1.535, C3 1.516, H34 1.089, H35 1.090
3 C 3.600 2.544 -1.597  C2 1.516, N4 1.476, H36 1.095, H37 1.089
4 N 2.612 2.536 -0.501  C3 1.476, C5 1.418, H38 1.012
5 C 1.495 1.684 -0.692  N4 1.418, C6 1.395, C10 1.399
6 C 1.599 0.343 -0.321  C5 1.395, C7 1.381, H39 1.080
7 C 0.546 -0.536 -0.481  C6 1.381, C8 1.390, H40 1.081
8 C -0.662 -0.094 -1.006  C7 1.390, C9 1.385, H41 1.080
9 C -0.797 1.242 -1.342  C8 1.385, C10 1.399, C29 1.491
10 C 0.272 2.134 -1.201  C5 1.399, C9 1.399, C11 1.488
11 C 0.010 3.548 -1.585  C10 1.488, O12 1.212, C13 1.492
12 O 0.834 4.261 -2.116  C11 1.212
13 C -1.364 4.031 -1.264  C11 1.492, C14 1.385, C28 1.399
14 C -1.565 5.337 -0.847  C13 1.385, C15 1.386, H42 1.080
15 C -2.847 5.740 -0.509  C14 1.386, C16 1.386, H43 1.081
16 C -3.906 4.852 -0.598  C15 1.386, C17 1.393, H44 1.082
17 C -3.732 3.542 -1.039  C16 1.393, C18 1.500, C28 1.398
18 C -4.913 2.621 -1.128  C17 1.500, C19 1.543, H45 1.085, H46 1.090
19 C -5.806 2.909 -2.353  C18 1.543, C20 1.531, H47 1.091, H48 1.089
20 C -7.018 3.813 -2.118  C19 1.531, C21 1.524, H49 1.092, H50 1.091
21 C -7.981 3.306 -1.051  C20 1.524, C22 1.522, H51 1.094, H52 1.090
22 C -8.585 1.967 -1.452  C21 1.522, C23 1.514, H53 1.091, H54 1.092
23 C -9.814 1.595 -0.649  C22 1.514, O24 1.432, H55 1.087, H56 1.089
24 O -10.233 0.273 -1.003  C23 1.432, C25 1.352
25 C -9.391 -0.692 -0.571  O24 1.352, C26 1.495, O27 1.203
26 C -9.311 -1.870 -1.489  C25 1.495, H57 1.086, H58 1.085, H59 1.086
27 O -8.699 -0.559 0.405  C25 1.203
28 C -2.436 3.139 -1.374  C13 1.399, C17 1.398, C29 1.492
29 C -2.097 1.767 -1.850  C9 1.491, C28 1.492, O30 1.213
30 O -2.799 1.128 -2.606  C29 1.213, C61 1.766
31 H 5.603 2.293 -3.161  C1 1.089
32 H 5.097 0.717 -3.779  C1 1.087
33 H 6.278 0.800 -2.506  C1 1.089
34 H 4.640 0.808 -0.876  C2 1.089
35 H 3.502 0.499 -2.166  C2 1.090
36 H 3.137 2.869 -2.535  C3 1.095
37 H 4.364 3.270 -1.321  C3 1.089
38 H 2.269 3.483 -0.402  N4 1.012
39 H 2.531 0.015 0.115  C6 1.080
40 H 0.633 -1.569 -0.175  C7 1.081
41 H -1.501 -0.761 -1.143  C8 1.080
42 H -0.722 6.008 -0.778  C14 1.080
43 H -3.004 6.751 -0.161  C15 1.081
44 H -4.890 5.188 -0.299  C16 1.082
45 H -4.568 1.595 -1.205  C18 1.085
46 H -5.480 2.681 -0.199  C18 1.090
47 H -5.176 3.389 -3.103  C19 1.091
48 H -6.119 1.962 -2.791  C19 1.089
49 H -7.566 3.863 -3.061  C20 1.092
50 H -6.687 4.827 -1.889  C20 1.091
51 H -8.776 4.045 -0.918  C21 1.094
52 H -7.501 3.202 -0.078  C21 1.090
53 H -7.831 1.189 -1.328  C22 1.091
54 H -8.842 1.989 -2.514  C22 1.092
55 H -10.633 2.267 -0.894  C23 1.087
56 H -9.614 1.673 0.419  C23 1.089
57 H -9.558 -2.792 -0.971  C26 1.086
58 H -9.949 -1.762 -2.360  C26 1.085
59 H -8.274 -1.905 -1.807  C26 1.086
60 C -2.272 -1.545 -3.898  C61 1.512, H69 1.090, H70 1.089, H71 1.089
61 C -3.125 -0.362 -3.497  O30 1.766, C60 1.512, O62 1.447, H72 1.087, H73 1.089
62 O -4.418 -0.389 -4.146  C61 1.447, C63 1.319
63 C -5.307 -1.227 -3.651  O62 1.319, O64 1.195, C65 1.543
64 O -5.184 -1.973 -2.726  C63 1.195
65 C -6.642 -1.052 -4.405  C63 1.543, F66 1.334, F67 1.342, F68 1.330
66 F -6.479 -1.096 -5.727  C65 1.334
67 F -7.172 0.139 -4.084  C65 1.342
68 F -7.512 -1.992 -4.045  C65 1.330
69 H -2.160 -1.583 -4.982  C60 1.090
70 H -1.285 -1.453 -3.447  C60 1.089
71 H -2.715 -2.484 -3.568  C60 1.089
72 H -2.678 0.573 -3.823  C61 1.087
73 H -3.272 -0.308 -2.419  C61 1.089
74 C 5.413 7.468 1.063  C75 1.512, H83 1.090, H84 1.089, H85 1.089
75 C 6.396 6.575 1.788  C74 1.512, O76 1.445, H86 1.087, H87 1.089
76 O 6.811 5.461 0.967  C75 1.445, C77 1.321
77 C 7.705 5.725 0.032  O76 1.321, O78 1.194, C79 1.543
78 O 8.234 6.769 -0.204  C77 1.194
79 C 8.024 4.431 -0.744  C77 1.543, F80 1.337, F81 1.341, F82 1.327
80 F 6.903 3.808 -1.121  C79 1.337
81 F 8.723 3.591 0.033  C79 1.341
82 F 8.744 4.699 -1.825  C79 1.327
83 H 4.552 6.890 0.727  C74 1.090
84 H 5.068 8.254 1.734  C74 1.089
85 H 5.871 7.935 0.193  C74 1.089
86 H 5.935 6.114 2.657  C75 1.087
87 H 7.278 7.123 2.117  C75 1.089
88 C 11.142 -0.313 -2.814  C89 1.513, H97 1.090, H98 1.089, H99 1.089
89 C 10.229 -0.092 -1.629  C88 1.513, O90 1.445, H100 1.087, H101 1.089
90 O 9.177 -1.081 -1.572  C89 1.445, C91 1.321
91 C 9.525 -2.280 -1.139  O90 1.321, O92 1.194, C93 1.545
92 O 10.603 -2.642 -0.775  C91 1.194
93 C 8.281 -3.196 -1.123  C91 1.545, F94 1.336, F95 1.339, F96 1.326
94 F 7.625 -3.135 -2.285  C93 1.336
95 F 7.448 -2.809 -0.148  C93 1.339
96 F 8.637 -4.454 -0.901  C93 1.326
97 H 10.566 -0.324 -3.740  C88 1.090
98 H 11.877 0.490 -2.868  C88 1.089
99 H 11.673 -1.260 -2.734  C88 1.089
100 H 9.712 0.860 -1.718  C89 1.087
101 H 10.776 -0.095 -0.687  C89 1.089
102 C 2.921 -5.782 3.039  C103 1.512, H111 1.090, H112 1.089, H113 1.089
103 C 1.601 -6.220 2.444  C102 1.512, O104 1.447, H114 1.087, H115 1.089
104 O 0.484 -5.521 3.040  C103 1.447, C105 1.319
105 C 0.299 -4.281 2.630  O104 1.319, O106 1.195, C107 1.542
106 O 0.938 -3.674 1.823  C105 1.195
107 C -0.940 -3.676 3.321  C105 1.542, F108 1.335, F109 1.340, F110 1.327
108 F -0.916 -3.867 4.642  C107 1.335
109 F -2.050 -4.250 2.837  C107 1.340
110 F -1.004 -2.372 3.081  C107 1.327
111 H 2.912 -5.919 4.120  C102 1.090
112 H 3.730 -6.377 2.616  C102 1.089
113 H 3.121 -4.733 2.830  C102 1.089
114 H 1.414 -7.270 2.657  C103 1.087
115 H 1.571 -6.080 1.364  C103 1.089
116 C -2.457 -6.067 8.930  C117 1.513, H125 1.090, H126 1.089, H127 1.088
117 C -2.300 -6.466 7.479  C116 1.513, O118 1.446, H128 1.087, H129 1.089
118 O -0.921 -6.758 7.157  C117 1.446, C119 1.321
119 C -0.465 -7.920 7.589  O118 1.321, O120 1.195, C121 1.543
120 O -1.062 -8.760 8.193  C119 1.195
121 C 1.013 -8.093 7.182  C119 1.543, F122 1.337, F123 1.340, F124 1.326
122 F 1.730 -7.008 7.493  C121 1.337
123 F 1.113 -8.295 5.861  C121 1.340
124 F 1.537 -9.140 7.805  C121 1.326
125 H -1.813 -5.217 9.160  C116 1.090
126 H -3.491 -5.786 9.125  C116 1.089
127 H -2.191 -6.885 9.597  C116 1.088
128 H -2.570 -5.640 6.825  C117 1.087
129 H -2.920 -7.324 7.222  C117 1.089